Record 1
This record from the Open Molecules 2025 dataset describes the ion C9H18NS with charge +1 in a non-equilibrium geometry. The level of theory is ωB97M-V with the def2-TZVPD basis set.

Atoms and positions in Å:
1 S -3.1279 1.0131 -1.7317
2 N -0.1996 0.2368 0.0925
3 C 0.3590 0.2751 1.5082
4 C -1.6671 -1.7557 0.5567
5 C 1.9647 0.0028 -1.3288
6 C -3.0322 -0.0805 -0.5629
7 C -0.5658 -1.1238 -0.3048
8 C 3.1679 0.8719 -1.8401
9 C -0.6324 0.8042 2.4697
10 C -2.9262 -0.9345 0.3966
11 C 0.8008 0.8055 -0.9797
12 H 3.6173 1.5158 -1.0359
13 H -0.9302 -1.0048 -1.3974
14 H 2.3023 -0.5510 -0.4378
15 H -0.2934 1.3379 3.3353
16 H -3.7879 -1.1752 1.0182
17 H 1.2098 0.8390 1.4102
18 H 0.2215 1.1360 -1.7899
19 H 0.5918 -0.6715 1.9332
20 H -1.3854 1.3031 1.8574
21 H 1.9357 -0.7051 -2.1555
22 H 2.8979 1.6385 -2.5884
23 H -1.9930 -2.7703 0.2731
24 H -1.1722 -0.0726 2.7593
25 H -1.4836 -1.9201 1.5469
26 H 1.1224 1.8467 -0.6075
27 H -1.0970 0.8044 0.2085
28 H 0.2123 -1.8455 -0.3676
29 H 3.8903 0.1800 -2.2377

The value obtained for the lowest unoccupied orbital energy is -3.905 eV. Its SMILES is CCC[N@H+](CC)CCC=C=S. As for the total charge: +1. The calculation puts the frontier orbital gap at 8.299 eV. As for the total energy: -806.3227 a.u.

***

Record 2
This record from the Open Molecules 2025 dataset describes a cluster of 2 separate species, C9H18O in total. The level of theory is ωB97M-V with the def2-TZVPD basis set.

Atoms and positions in Å:
1 O -1.4776 -1.6064 -1.9662
2 C 0.8525 1.1082 -1.7425
3 C -1.8147 -1.2530 -0.8481
4 C 1.8448 -0.9740 -0.7996
5 C 0.3681 2.1606 1.0911
6 C -1.5238 -2.0899 0.3762
7 C -2.5473 0.0470 -0.6079
8 C 1.3599 0.0781 2.0340
9 C 1.2133 0.3610 -0.4795
10 C 0.9994 0.8254 0.7711
11 H -2.4635 -2.3637 0.8849
12 H 0.1494 0.4949 -2.3308
13 H 1.8234 -0.9041 1.8416
14 H -0.8925 -1.5258 1.0832
15 H 1.1333 -1.5714 -1.3941
16 H -0.5399 1.9901 1.6937
17 H -1.9650 0.6953 0.0683
18 H 0.0911 2.7377 0.1929
19 H 1.7676 1.2635 -2.3384
20 H 2.0644 0.6905 2.6217
21 H -2.7041 0.5819 -1.5597
22 H 2.7517 -0.8034 -1.4037
23 H -0.9946 -3.0153 0.0930
24 H -3.5306 -0.1482 -0.1479
25 H 1.0791 2.7571 1.6872
26 H 0.4449 -0.0754 2.6306
27 H 0.3873 2.0896 -1.5500
28 H 2.1236 -1.5504 0.0986

The value obtained for the lowest unoccupied orbital energy is 0.868 eV. Its SMILES is CC(C)=C(C)C.CC(C)=O. The calculation puts the frontier orbital gap at 9.514 eV. As for the total energy: -428.9438 a.u.